No. 1
Below is 2 unconnected molecules or ions with the total composition CH4NOS, with properties calculated with the ωB97M-V functional and the def2-TZVPD basis.

```
8
Properties=species:S:1:pos:R:3
C 0.30 -1.07 0.79
N -0.59 -0.12 0.52
O 0.23 -1.87 1.73
H 1.12 -1.13 0.06
H -1.34 -0.09 1.18
H -0.25 0.65 -0.24
S 0.70 1.51 -1.63
H -0.17 2.13 -2.42
```

Computed properties:
- charge = -1
- frontier orbital gap (eV) = 7.81
- LUMO level (eV) = 4.35
- relative energy (zero: lowest compared OMol25 entry of this formula, charge and spin) (eV) = 0.161
- spin multiplicity = 1


No. 2
Below is 2 unconnected molecules or ions with the total composition H5N2OP, with properties calculated with the ωB97M-V functional and the def2-TZVPD basis.

```
9
Properties=species:S:1:pos:R:3
N 0.28 -1.50 0.02
N 0.60 1.19 -0.07
O -1.75 0.19 -0.45
P -0.52 -0.07 0.25
H -0.53 -1.38 -1.43
H 1.17 -1.32 -0.28
H 0.15 2.01 -0.27
H 1.24 1.04 0.68
H -0.64 -0.17 1.55
```

Computed properties:
- charge = 0
- frontier orbital gap (eV) = 10.21
- LUMO level (eV) = -0.49
- relative energy (zero: lowest compared OMol25 entry of this formula, charge and spin) (eV) = 3.476
- spin multiplicity = 1


No. 3
Below is 9 unconnected molecules or ions with the total composition H18O9, with properties calculated with the ωB97M-V functional and the def2-TZVPD basis.

```
27
Properties=species:S:1:pos:R:3
O 17.80 -22.40 -11.87
H 17.21 -21.65 -11.84
H 17.35 -23.04 -12.41
O 15.46 -21.01 -10.68
H 14.66 -21.31 -11.10
H 15.33 -21.19 -9.75
O 17.59 -25.69 -13.22
H 16.86 -26.24 -12.94
H 18.22 -25.75 -12.51
O 19.66 -21.08 -10.37
H 19.27 -20.22 -10.20
H 19.10 -21.47 -11.05
O 19.06 -24.30 -14.79
H 19.88 -24.66 -15.15
H 18.73 -24.99 -14.22
O 15.62 -18.21 -11.06
H 14.71 -18.18 -10.79
H 15.88 -19.12 -10.94
O 18.31 -19.03 -11.57
H 19.15 -19.21 -11.99
H 17.67 -19.10 -12.28
O 16.51 -23.20 -14.72
H 17.15 -23.91 -14.73
H 16.90 -22.52 -15.27
O 17.27 -22.67 -9.04
H 17.83 -23.41 -8.78
H 17.62 -22.39 -9.88
```

Computed properties:
- charge = 0
- frontier orbital gap (eV) = 10.37
- LUMO level (eV) = 0.00
- structure (SMILES) = O.O.O.O.O.O.O.O.O
- relative energy (zero: lowest compared OMol25 entry of this formula, charge and spin) (eV) = 2.275
- spin multiplicity = 1


No. 4
Below is a molecular structure, C5H6O, with properties calculated with the ωB97M-V functional and the def2-TZVPD basis.

```
12
Properties=species:S:1:pos:R:3
C 1.21 -0.72 0.14
C -0.22 -0.57 0.71
C -0.16 0.93 0.49
O -1.41 1.07 -0.42
C -0.74 -0.30 -0.69
C 0.61 0.46 -0.77
H 1.43 -1.66 -0.37
H 2.04 -0.45 0.81
H -0.72 -1.12 1.53
H 0.00 1.77 1.17
H -1.27 -0.93 -1.40
H -0.75 1.51 -1.21
```

Computed properties:
- charge = 0
- frontier orbital gap (eV) = 8.54
- LUMO level (eV) = 0.88
- relative energy (zero: lowest compared OMol25 entry of this formula, charge and spin) (eV) = 7.229
- spin multiplicity = 1


No. 5
Below is a molecular structure, C3H4MgO2, with properties calculated with the ωB97M-V functional and the def2-TZVPD basis.

```
10
Properties=species:S:1:pos:R:3
O -0.27 1.14 0.30
Mg -0.47 -0.85 -0.08
O -1.01 3.00 0.80
C -0.30 2.35 0.14
C 1.77 -1.92 -0.35
C 0.83 -2.74 -0.86
H 2.29 -1.19 -0.98
H 2.07 -1.99 0.70
H 0.58 -2.71 -1.93
H 0.35 -3.51 -0.24
```

Computed properties:
- charge = +2
- frontier orbital gap (eV) = 9.74
- LUMO level (eV) = -11.78
- relative energy (zero: lowest compared OMol25 entry of this formula, charge and spin) (eV) = 0.415
- spin multiplicity = 1


No. 6
Below is 6 unconnected molecules or ions with the total composition C37H92BFO21P5, with properties calculated with the ωB97M-V functional and the def2-TZVPD basis.

```
157
Properties=species:S:1:pos:R:3
C 4.14 -3.55 11.68
C 4.76 -2.34 10.97
C 5.22 -2.76 9.56
C 3.83 -1.12 10.97
C 2.61 -1.23 10.04
C 2.52 -0.03 9.07
C 1.32 -1.35 10.86
O 0.23 -1.77 10.12
B 0.14 -3.25 9.90
F -1.23 -3.59 9.68
H 4.24 -3.44 12.77
H 4.68 -4.46 11.42
H 3.07 -3.67 11.45
H 5.67 -2.09 11.53
H 5.40 -1.90 8.91
H 6.08 -3.42 9.60
H 4.41 -3.32 9.08
H 4.41 -0.21 10.77
H 3.46 -1.01 11.99
H 2.70 -2.11 9.40
H 2.08 -0.39 8.14
H 3.54 0.32 8.84
H 1.90 0.78 9.47
H 1.52 -2.00 11.73
H 1.09 -0.35 11.27
H 0.62 -3.85 10.89
H 0.80 -3.57 8.88
O 3.29 2.06 5.60
P 2.87 3.42 5.23
O 1.24 3.27 5.33
C 0.65 2.92 6.58
C 0.66 4.08 7.56
O 3.07 3.50 3.63
C 4.13 2.79 2.99
C 3.58 1.60 2.23
O 2.86 4.99 5.51
C 2.47 6.00 4.57
C 0.98 6.04 4.29
H 1.16 2.05 7.01
H -0.38 2.62 6.37
H 1.68 4.36 7.83
H 0.13 3.81 8.47
H 0.19 4.96 7.13
H 4.88 2.47 3.71
H 4.61 3.49 2.30
H 2.98 0.97 2.89
H 4.39 0.99 1.81
H 2.94 1.93 1.42
H 3.04 5.91 3.65
H 2.78 6.94 5.04
H 0.67 5.19 3.69
H 0.76 6.96 3.73
H 0.41 6.04 5.21
O 4.46 -1.10 -0.91
P 3.92 -2.36 -1.43
O 3.44 -3.31 -0.25
C 2.49 -2.81 0.71
C 1.09 -2.69 0.14
O 5.18 -3.23 -1.95
C 6.42 -2.61 -2.30
C 7.47 -2.88 -1.25
O 2.91 -2.66 -2.60
C 2.92 -3.83 -3.44
C 2.49 -5.08 -2.72
H 2.83 -1.85 1.10
H 2.50 -3.53 1.53
H 1.05 -1.94 -0.65
H 0.38 -2.40 0.92
H 0.76 -3.64 -0.29
H 6.29 -1.54 -2.45
H 6.72 -3.05 -3.26
H 7.10 -2.58 -0.27
H 8.39 -2.34 -1.46
H 7.69 -3.95 -1.20
H 3.89 -3.95 -3.91
H 2.21 -3.59 -4.23
H 3.24 -5.42 -2.01
H 2.33 -5.87 -3.45
H 1.56 -4.91 -2.17
O 1.23 2.50 -5.28
P 1.15 3.26 -4.04
O 0.67 2.43 -2.78
C 1.32 1.19 -2.44
C 2.69 1.40 -1.82
O -0.11 4.26 -4.10
C -0.71 4.61 -5.35
C -2.03 3.90 -5.52
O 2.27 4.24 -3.52
C 2.04 5.43 -2.75
C 1.60 5.15 -1.33
H 1.39 0.55 -3.33
H 0.67 0.69 -1.73
H 3.38 1.84 -2.53
H 3.09 0.44 -1.49
H 2.62 2.07 -0.96
H -0.04 4.37 -6.18
H -0.85 5.69 -5.34
H -1.91 2.82 -5.38
H -2.45 4.08 -6.51
H -2.75 4.24 -4.77
H 1.34 6.08 -3.26
H 3.00 5.94 -2.74
H 0.58 4.76 -1.29
H 1.64 6.07 -0.75
H 2.26 4.41 -0.86
O -2.97 -2.95 0.83
P -4.08 -3.15 -0.10
O -3.98 -4.47 -0.97
C -3.76 -5.73 -0.30
C -4.99 -6.23 0.42
O -3.95 -2.11 -1.32
C -3.15 -0.93 -1.17
C -1.86 -1.07 -1.94
O -5.60 -2.98 0.27
C -6.62 -2.52 -0.63
C -6.97 -3.52 -1.70
H -2.92 -5.64 0.38
H -3.47 -6.43 -1.09
H -5.27 -5.57 1.24
H -4.81 -7.22 0.83
H -5.85 -6.28 -0.26
H -2.95 -0.72 -0.12
H -3.74 -0.09 -1.56
H -1.34 -1.99 -1.65
H -1.20 -0.22 -1.76
H -2.05 -1.14 -3.01
H -6.35 -1.56 -1.05
H -7.49 -2.35 0.01
H -6.17 -3.61 -2.44
H -7.88 -3.20 -2.21
H -7.14 -4.51 -1.27
O -5.33 3.00 -8.48
P -5.36 2.02 -9.56
O -6.50 0.91 -9.39
C -7.85 1.32 -9.15
C -8.52 1.89 -10.39
O -4.11 1.03 -9.43
C -2.95 1.39 -8.67
C -2.90 0.61 -7.38
O -5.31 2.37 -11.09
C -4.72 1.54 -12.10
C -5.51 0.29 -12.39
H -7.88 2.04 -8.33
H -8.38 0.43 -8.82
H -8.04 2.82 -10.70
H -9.57 2.11 -10.19
H -8.45 1.19 -11.22
H -2.94 2.46 -8.48
H -2.08 1.16 -9.29
H -3.82 0.72 -6.81
H -2.07 0.95 -6.76
H -2.77 -0.45 -7.57
H -3.68 1.32 -11.85
H -4.69 2.17 -12.99
H -5.43 -0.43 -11.57
H -5.11 -0.18 -13.29
H -6.56 0.52 -12.55
```

Computed properties:
- charge = -1
- frontier orbital gap (eV) = 5.37
- LUMO level (eV) = 1.61
- spin multiplicity = 1


No. 7
Below is a single C4H7NO molecule, with properties calculated with the ωB97M-V functional and the def2-TZVPD basis.

```
13
Properties=species:S:1:pos:R:3
C 1.50 0.14 -0.24
O 0.71 0.57 0.84
C -0.32 -0.36 1.08
C -1.18 -0.42 -0.16
N -1.27 0.83 -0.85
C -0.62 -0.11 -1.55
H 1.92 -0.85 -0.05
H 2.25 0.90 -0.42
H 0.09 -1.34 1.38
H -0.91 0.03 1.93
H -2.09 -1.02 -0.12
H -0.87 1.68 -0.47
H 0.92 0.02 -1.24
```

Computed properties:
- charge = 0
- frontier orbital gap (eV) = 9.50
- LUMO level (eV) = 0.88
- relative energy (zero: lowest compared OMol25 entry of this formula, charge and spin) (eV) = 5.193
- spin multiplicity = 1